Entry from the Open Molecules 2025 dataset: a molecular structure, C16H18N3OS2Sc (ωB97M-V/def2-TZVPD).

ORCA input file:
```
! wB97M-V def2-TZVPD RIJCOSX def2/J DEFGRID3
* xyz 2 1
Sc -0.07839 0.35646 -0.10159
C 3.09960 0.16180 -1.18178
N 2.13097 0.13658 -0.05313
C 2.02096 -1.20350 0.58782
C 1.34238 -2.23346 -0.30979
N -0.01544 -1.77810 -0.77397
C -0.07758 -1.74824 -2.26643
C -1.12894 -2.59418 -0.27227
C -1.02315 -3.96659 -0.14140
C -2.11830 -4.71090 0.28672
C -3.32596 -4.09758 0.57525
C -3.45172 -2.72625 0.41610
C -2.35788 -1.97992 -0.00607
S -2.62249 -0.25842 -0.31004
C 2.40110 1.20872 0.88535
C 3.18694 1.03297 2.00160
C 3.45763 2.11730 2.84224
C 2.96260 3.38994 2.56483
C 2.18249 3.58978 1.45143
C 1.85081 2.49800 0.60608
S 0.74240 2.77183 -0.65891
H 4.10246 -0.05539 -0.80978
H 3.08901 1.14576 -1.64299
H 2.82381 -0.57919 -1.92785
H 1.43257 -1.07697 1.50644
H 2.99834 -1.58744 0.89057
H 1.26163 -3.14118 0.28134
H 1.94943 -2.47295 -1.18167
H 0.13672 -2.73611 -2.67737
H 0.66748 -1.04814 -2.65561
H -1.06908 -1.44045 -2.59165
H -0.10543 -4.48559 -0.38392
H -2.02066 -5.78362 0.38430
H -4.17097 -4.68331 0.90854
H -4.39423 -2.23250 0.61420
H 3.62548 0.07169 2.23165
H 4.08486 1.96201 3.71024
H 3.19520 4.21835 3.21943
H 1.78538 4.56793 1.21511
O -0.95156 -0.07442 1.63142
N -1.90728 0.61383 1.00788
*
```

Output
HOMO-LUMO gap (alpha / beta): 7.4 / 6.0 eV
LUMO (alpha / beta): -8.364 / -9.662 eV

=====

Entry from the Open Molecules 2025 dataset: a single C5H5N3 molecule (ωB97M-V/def2-TZVPD).

ORCA input file:
```
! wB97M-V def2-TZVPD RIJCOSX def2/J DEFGRID3
* xyz 0 1
H 1.62930 1.39869 0.51124
N 2.49684 0.92741 0.16277
C 2.35722 -0.32308 -0.02750
N 1.22014 -1.18103 -0.17890
C 0.09045 -0.53142 -0.16703
C -1.20438 -1.06237 0.13654
C -2.14165 -0.07895 0.09477
C -1.34004 1.11402 -0.08698
N -0.05573 0.90978 -0.26766
H 3.23670 -0.93594 -0.23027
H -1.39848 -2.14598 0.26181
H -3.16027 -0.22180 -0.07320
H -1.73011 2.13068 -0.13558
*
```

Output
Energy relative to the best compared isomer or geometry (same formula, charge and spin): 1.976 eV
HOMO-LUMO gap: 7.4 eV
LUMO: -1.838 eV

=====

Entry from the Open Molecules 2025 dataset: a molecular structure, C5H9FO2 (ωB97M-V/def2-TZVPD).

ORCA input file:
```
! wB97M-V def2-TZVPD RIJCOSX def2/J DEFGRID3
* xyz 0 1
C 2.32826 -1.56090 -0.59172
C 1.24501 -0.69266 -1.04088
C -0.57636 0.37401 0.16463
C -0.95970 0.44315 1.59687
C -1.69550 0.37090 -0.74450
H 2.08920 -2.40491 -0.02934
H 2.87965 -1.87682 -1.51477
H 3.14297 -1.04126 -0.09863
H 1.66251 0.20165 -1.59163
H 0.29734 -1.14205 -1.82014
H -1.83341 1.10592 2.00399
H -0.89607 -0.71860 1.98469
H 1.10005 1.20887 1.86040
H -2.74443 0.60582 -0.36474
O 0.69220 -0.07230 0.20858
O 0.00226 1.18917 2.55784
F -1.47820 0.16882 -2.09640
*
```

Output
Energy relative to the best compared isomer or geometry (same formula, charge and spin): 5.480 eV
HOMO-LUMO gap: 9.4 eV
LUMO: 0.647 eV

=====

Entry from the Open Molecules 2025 dataset: a single C22H29NO2 molecule (ωB97M-V/def2-TZVPD).

ORCA input file:
```
! wB97M-V def2-TZVPD RIJCOSX def2/J DEFGRID3
* xyz 0 1
C 2.44379 4.22608 1.32991
C 2.15543 2.73721 1.45665
C 1.20459 2.25334 0.37775
O 0.95035 2.85106 -0.63277
O 0.71431 1.06226 0.71848
C -0.17194 0.35811 -0.18286
C 0.63309 -0.00682 -1.45919
C 2.00048 -0.54662 -1.14625
C 3.10108 0.30258 -1.12203
C 4.35744 -0.17585 -0.79773
C 4.53680 -1.51489 -0.49880
C 3.45423 -2.37580 -0.54953
C 2.19830 -1.89535 -0.87552
C -1.37655 1.21918 -0.51663
C -2.07941 1.06014 -1.70610
C -3.19047 1.83647 -1.98051
C -3.62142 2.78981 -1.07503
C -2.93179 2.95468 0.11278
C -1.82445 2.17432 0.38988
C -0.59074 -0.90018 0.62744
C -1.20025 -0.53052 1.97915
C -1.58551 -1.78658 -0.13403
N -2.00228 -2.93527 0.65510
C -3.24514 -3.49096 0.16522
C -0.97832 -3.95618 0.72953
H 2.81370 4.45019 0.33223
H 3.18850 4.53242 2.06089
H 1.53666 4.80338 1.48901
H 1.72952 2.49361 2.43033
H 3.07606 2.15772 1.34869
H 0.72990 0.90334 -2.05438
H 0.07477 -0.74284 -2.03424
H 2.97372 1.34575 -1.37223
H 5.20175 0.49976 -0.78264
H 5.51616 -1.88865 -0.24125
H 3.58863 -3.42677 -0.33776
H 1.36671 -2.58296 -0.93487
H -1.76476 0.32975 -2.43484
H -3.71896 1.69796 -2.91243
H -4.48499 3.39966 -1.29407
H -3.25369 3.69568 0.82880
H -1.29681 2.32312 1.31985
H 0.33507 -1.45025 0.81672
H -1.42072 -1.44324 2.52452
H -2.12886 0.01929 1.84485
H -0.50672 0.07244 2.55779
H -1.16006 -2.11403 -1.09894
H -2.47584 -1.19120 -0.34631
H -3.55132 -4.30702 0.81883
H -4.01746 -2.72336 0.18747
H -3.16510 -3.87950 -0.86301
H -1.33146 -4.76418 1.36935
H -0.07594 -3.54226 1.17110
H -0.73006 -4.37808 -0.25835
*
```

Output
Energy relative to the best compared isomer or geometry (same formula, charge and spin): 0.838 eV
HOMO-LUMO gap: 9.4 eV
LUMO: 0.793 eV

=====

Entry from the Open Molecules 2025 dataset: a molecular structure, C17H31F3O (ωB97M-V/def2-TZVPD).

ORCA input file:
```
! wB97M-V def2-TZVPD RIJCOSX def2/J DEFGRID3
* xyz 0 1
C 0.14912 7.44621 2.55640
H 1.14051 7.53091 2.33833
C -0.17104 5.96446 2.84613
C 0.25315 5.03537 1.93778
C -0.22225 3.71817 2.37102
C 0.44706 2.64274 1.50487
C 0.14802 1.20882 2.08359
C 0.49115 0.18315 0.72002
C 2.02402 0.02537 0.55988
C 2.31250 -1.23112 -0.30883
C 2.32235 -0.85362 -1.85413
C 2.32892 -1.95630 -2.81645
C 0.69772 -2.60061 -3.14652
C 0.15532 -3.25599 -2.00436
C -1.29724 -3.75035 -2.56147
C -2.03966 -4.29730 -1.16547
C -3.51201 -4.92886 -1.63842
O -3.77676 -5.02357 -2.77025
C -4.23644 -5.46811 -0.69044
F -5.32220 -5.94608 -0.85714
F -3.63783 -6.23042 0.11764
F -4.34969 -4.34817 0.39262
H -2.19299 -3.52904 -0.62647
H -1.41861 -5.09762 -0.59052
H -1.75541 -2.99780 -3.31776
H -1.04631 -4.72687 -3.18590
H 0.49379 -3.93901 -1.35785
H -0.04113 -2.44446 -1.40567
H 0.37299 -1.86369 -3.52980
H 1.06823 -3.52488 -3.78910
H 2.85436 -1.79115 -3.72247
H 2.78355 -2.76392 -2.30529
H 2.88259 -0.14385 -2.08899
H 1.02831 -0.37020 -1.84860
H 3.38216 -1.42717 -0.14355
H 1.95545 -2.17631 -0.12082
H 2.39786 -0.20519 1.46014
H 2.58191 0.74466 0.45063
H 0.14574 -0.84056 1.14487
H 0.23585 0.41334 -0.08397
H -0.94654 0.99031 2.20809
H 0.88909 0.97536 2.98738
H 1.56900 2.79086 1.34263
H -0.08661 2.84403 0.54549
H 0.53307 3.56969 3.31748
H -1.19801 3.41769 2.52529
H 1.28609 5.10189 1.89180
H -0.31605 5.14359 1.05792
H 0.32144 5.93293 3.79044
H -1.13284 6.08166 3.14166
H -0.21143 8.24284 3.15973
H -0.34026 7.72815 1.47844
*
```

Output
Energy relative to the best compared isomer or geometry (same formula, charge and spin): 15.605 eV
HOMO-LUMO gap: 9.1 eV
LUMO: -0.120 eV

=====

Entry from the Open Molecules 2025 dataset: a gas-phase ion, C6H12N3O2 (charge +1) (ωB97M-V/def2-TZVPD).

ORCA input file:
```
! wB97M-V def2-TZVPD RIJCOSX def2/J DEFGRID3
* xyz 1 1
N 2.42112 1.10670 -1.60542
C 1.62171 0.97985 -0.72314
C 1.17004 0.85179 0.51182
N 0.39638 2.03222 0.87295
C 0.81479 -0.53428 1.07139
C 0.76676 -1.60742 -0.05791
C -0.39303 -1.35596 -1.13723
C -1.64697 -0.72805 -0.63821
N -2.03181 0.49420 -0.40322
O -1.49856 1.60312 -0.70668
O -3.32356 0.49552 0.06980
H 2.27849 1.23590 -2.56580
H 0.73025 2.84822 0.40352
H 0.32665 2.28578 1.87785
H -0.65787 2.06618 0.45380
H 1.68158 -0.75495 1.66048
H -0.05448 -0.39563 1.56655
H 1.80778 -1.66726 -0.47363
H 0.49414 -2.64562 0.19052
H -0.12164 -0.69778 -1.92230
H -0.55221 -2.46062 -1.47740
H -2.35042 -1.50248 -0.35357
H -3.38229 1.44084 0.30182
*
```

Output
Energy relative to the best compared isomer or geometry (same formula, charge and spin): 7.058 eV
HOMO-LUMO gap: 9.4 eV
LUMO: -3.286 eV

=====

Entry from the Open Molecules 2025 dataset: a molecular structure, C55H69AsF6P2PtSSbSi (ωB97M-V/def2-TZVPD).

ORCA input file:
```
! wB97M-V def2-TZVPD RIJCOSX def2/J DEFGRID3
* xyz 2 2
Pt -0.19461 0.75637 -0.13687
C 0.30783 3.41488 2.25965
Si 0.57490 1.60747 1.94492
C 2.35824 1.06824 1.87200
C 3.40782 1.74721 2.48737
C 4.66494 1.16983 2.58850
C 4.86725 -0.11564 2.11169
C 3.83680 -0.80277 1.48774
C 2.59020 -0.20231 1.31657
P 1.18973 -1.06416 0.47784
C 1.08896 -2.61484 1.57125
C 1.29026 -2.38655 3.07775
C 1.68402 -3.69588 3.76250
C 0.62475 -4.76950 3.56094
C 0.35818 -4.97146 2.07664
C -0.02338 -3.65587 1.39318
C 1.72763 -1.75000 -1.16640
C 0.48603 -2.26643 -1.91550
C 0.89637 -2.99882 -3.18755
C 1.64058 -4.30292 -2.85625
C 2.31616 -4.22571 -1.48318
C 2.85348 -2.82084 -1.21950
C -0.33514 0.53894 3.17246
C 0.00402 0.60958 4.52558
C -0.69417 -0.11854 5.47297
C -1.76341 -0.91193 5.07395
C -2.13262 -0.97208 3.73987
C -1.40869 -0.26501 2.77641
P -2.01360 -0.11237 1.05103
C -3.51745 0.88835 1.36190
C -3.18647 2.26806 1.95173
C -4.46225 3.11656 2.13992
C -5.72264 2.26598 2.11685
C -5.87680 1.53801 0.78017
C -4.54563 0.97103 0.23424
C -2.51692 -1.74258 0.34122
C -2.85936 -1.75919 -1.15845
C -2.90474 -3.20837 -1.67151
C -3.47249 -4.18339 -0.63036
C -4.42124 -3.45279 0.30595
C -3.65232 -2.42760 1.14968
H -0.07959 3.52440 3.27577
H -0.43158 3.85623 1.58642
H 1.24160 3.97905 2.20041
H 3.24057 2.72852 2.91700
H 5.47555 1.70634 3.06364
H 5.83246 -0.59139 2.22634
H 4.03130 -1.80758 1.14761
H 2.00811 -3.06724 1.17695
H 0.35506 -2.03293 3.50803
H 2.05066 -1.63607 3.27933
H 1.84493 -3.50365 4.82457
H 2.64187 -4.04560 3.35999
H -0.30271 -4.45806 4.05479
H 0.92947 -5.70696 4.02674
H -0.44141 -5.69720 1.91861
H 1.25253 -5.38168 1.59392
H -0.93609 -3.27558 1.86068
H -0.23319 -3.85909 0.34289
H 2.08705 -0.86809 -1.70147
H -0.17941 -1.43776 -2.14596
H -0.08287 -2.94561 -1.27598
H 1.53116 -2.33094 -3.78042
H 0.01584 -3.20358 -3.79832
H 2.39126 -4.50066 -3.62288
H 0.95034 -5.14749 -2.87757
H 3.13201 -4.94643 -1.42207
H 1.61058 -4.50410 -0.69618
H 3.52173 -2.54694 -2.04192
H 3.47806 -2.82204 -0.33183
H 0.82942 1.23731 4.84633
H -0.41953 -0.06316 6.51788
H -2.32854 -1.47011 5.80882
H -3.00105 -1.55394 3.47059
H -3.94120 0.27399 2.16956
H -2.50976 2.79882 1.28638
H -2.68019 2.13238 2.91236
H -4.50353 3.86170 1.34856
H -4.39449 3.66235 3.08126
H -6.59830 2.89172 2.29066
H -5.70564 1.54444 2.94215
H -6.29265 2.21582 0.03414
H -6.59589 0.72457 0.89970
H -4.15053 1.60704 -0.55846
H -4.73987 -0.01054 -0.18899
H -1.60877 -2.33663 0.43532
H -2.12658 -1.20321 -1.73660
H -3.81489 -1.27429 -1.33532
H -1.90485 -3.52839 -1.97591
H -3.51888 -3.22903 -2.57317
H -2.66411 -4.62944 -0.03971
H -3.97757 -5.01178 -1.12594
H -4.92423 -4.15033 0.97585
H -5.20746 -2.95975 -0.27170
H -3.21417 -2.94938 2.00264
H -4.35224 -1.69091 1.54516
S -1.25956 0.82475 -2.62056
C 0.06093 0.68660 -3.73320
C -0.20634 0.22374 -5.02824
C 0.83158 0.04198 -5.92804
C 2.13436 0.35176 -5.56014
C 2.40890 0.86130 -4.29100
C 1.38254 1.02431 -3.37846
As 1.64778 1.84067 -1.63850
C 3.58072 1.97554 -1.53365
C 4.21634 3.17337 -1.85569
C 5.60256 3.23819 -1.88612
C 6.36235 2.11168 -1.60945
C 5.73298 0.91490 -1.30026
C 4.34880 0.84757 -1.26053
C 1.19195 3.69747 -2.03367
C 1.20360 4.57161 -0.86942
C 1.13843 5.87175 -0.75727
C 0.29218 6.47888 -3.22903
C 0.30762 5.29362 -3.76391
C 0.82908 4.02176 -3.27868
H -1.22763 -0.00023 -5.30744
H 0.62267 -0.33265 -6.92091
H 2.94309 0.21851 -6.26638
H 3.42488 1.13369 -4.03451
H 3.65005 4.06216 -2.09506
H 6.08751 4.17247 -2.13576
H 7.44223 2.16595 -1.64060
H 6.31961 0.02985 -1.09054
H 3.87971 -0.09535 -1.02759
H 1.23775 4.10767 0.11302
H 1.07813 6.57931 0.05034
H -0.10411 7.46198 -3.41033
H -0.31379 5.25517 -4.65684
H 0.78235 3.23983 -4.02184
F -0.91284 2.63436 -0.37534
Sb -2.23147 4.63051 -1.51527
F -2.35982 5.15004 0.44678
F -3.67899 3.46924 -1.10053
F -3.43038 5.66414 -2.62497
F -1.85836 3.16981 -3.02869
F 1.18860 6.70203 -1.98929
*
```

Output
Energy relative to the best compared isomer or geometry (same formula, charge and spin): 0.119 eV
HOMO-LUMO gap (alpha / beta): 6.6 / 5.9 eV
LUMO (alpha / beta): -6.030 / -6.746 eV